14
Properties=species:S:1:pos:R:3:forces:R:3 method="wB97M-V/def2-TZVPD" e_above_lowest_kcal_mol=112.4 multiplicity=1 gap_ha=0.3502 total_charge=0
C 0.5441 -1.4347 -0.1340 -5.39 -0.69 -4.43
C -0.5552 0.9104 -0.6537 -0.21 0.92 2.81
H 1.6148 -2.7797 0.9537 -0.55 1.89 -1.18
H 1.8522 -1.2176 1.4981 -0.80 0.29 -1.25
H -0.9739 -1.7257 -1.4575 3.79 -2.37 1.66
H -1.4563 1.5734 -2.4238 0.98 -2.44 2.78
H -1.2288 2.9042 0.2247 1.66 -2.44 0.51
H 0.6033 1.3554 1.8431 -4.11 1.54 -0.59
N 1.4833 -1.7547 0.7011 3.41 -2.63 3.79
N -0.0260 -2.3515 -0.9796 -1.71 6.31 1.28
N -1.0985 0.7205 -1.7765 0.30 2.29 -1.18
N -0.4726 2.1238 0.3526 -1.06 -0.30 -2.27
O 0.1450 -0.0205 0.1277 0.29 -1.75 -1.51
O -0.4315 1.6965 1.7241 3.40 -0.60 -0.41